[1]
C25H63N5O14V2 | wB97M-V/def2-TZVPD

Properties
* electronic energy: -4205.50198 Ha
* multiplicity: 1
* HOMO-LUMO gap: 0.3221 Eh
* E_HOMO: -8.84 eV

Positions of all 109 atoms, in Å:
1 O 5.492 -4.844 -16.582
2 V 4.891 -3.804 -17.643
3 O 3.477 -3.350 -17.075
4 O 7.522 1.438 -16.751
5 V 6.392 0.371 -17.067
6 O 5.382 1.091 -18.139
7 C 6.819 -2.061 -18.103
8 O 6.742 -3.236 -18.626
9 O 5.992 -1.829 -17.175
10 O 7.401 -1.039 -18.538
11 C 11.191 -4.128 -13.161
12 C 11.838 -4.917 -14.296
13 C 11.221 -4.561 -15.672
14 O 9.824 -4.497 -15.518
15 C 9.090 -4.881 -16.677
16 N 13.277 -4.686 -14.313
17 H 11.598 -3.113 -13.135
18 H 11.457 -4.497 -12.163
19 H 10.102 -4.154 -13.205
20 H 11.623 -5.986 -14.223
21 H 11.548 -5.359 -16.344
22 H 11.588 -3.589 -16.026
23 H 8.053 -4.612 -16.490
24 H 9.124 -5.968 -16.785
25 H 9.468 -4.355 -17.557
26 H 13.557 -3.789 -14.691
27 H 13.613 -4.682 -13.357
28 C 11.782 -2.511 -21.771
29 C 11.040 -1.992 -20.532
30 C 11.641 -0.685 -20.041
31 O 11.739 -0.546 -18.627
32 C 10.537 -0.231 -17.942
33 N 9.624 -1.876 -20.855
34 H 11.416 -3.476 -22.128
35 H 12.850 -2.600 -21.555
36 H 11.699 -1.872 -22.655
37 H 11.251 -2.788 -19.803
38 H 11.234 0.204 -20.532
39 H 12.689 -0.699 -20.354
40 H 9.895 0.528 -18.393
41 H 10.835 0.061 -16.933
42 H 9.928 -1.130 -17.776
43 H 9.131 -1.350 -20.140
44 H 9.145 -2.770 -20.828
45 C 2.242 -5.285 -19.730
46 C 3.654 -5.048 -20.274
47 C 3.923 -3.617 -20.737
48 O 3.800 -2.752 -19.597
49 C 3.866 -1.378 -19.924
50 N 4.681 -5.403 -19.311
51 H 2.155 -4.828 -18.744
52 H 2.163 -6.368 -19.601
53 H 1.438 -4.960 -20.384
54 H 3.787 -5.658 -21.178
55 H 3.171 -3.305 -21.471
56 H 4.899 -3.361 -21.160
57 H 3.644 -0.745 -19.070
58 H 3.258 -1.145 -20.801
59 H 4.905 -1.129 -20.187
60 H 5.564 -5.246 -19.814
61 H 4.674 -6.405 -19.141
62 C 8.538 -1.933 -15.186
63 O 7.952 -0.649 -15.098
64 C 7.120 -0.527 -13.983
65 C 6.129 0.624 -14.016
66 N 5.152 0.522 -15.150
67 C 4.223 -0.605 -14.902
68 C 3.015 -0.502 -15.812
69 O 2.157 0.542 -15.309
70 C 1.293 1.060 -16.284
71 H 7.765 -2.698 -15.036
72 H 9.372 -2.059 -14.493
73 H 8.884 -2.197 -16.186
74 H 7.756 -0.162 -13.158
75 H 6.629 -1.448 -13.662
76 H 6.624 1.589 -14.118
77 H 5.517 0.593 -13.112
78 H 4.590 1.372 -15.131
79 H 3.773 -0.659 -13.908
80 H 4.763 -1.503 -15.201
81 H 2.431 -1.411 -15.642
82 H 3.226 -0.326 -16.867
83 H 0.874 0.381 -17.032
84 H 1.790 1.876 -16.828
85 H 0.453 1.538 -15.775
86 C 6.873 -5.855 -25.784
87 O 7.102 -4.957 -24.728
88 C 6.658 -5.379 -23.463
89 C 7.261 -4.461 -22.420
90 N 7.048 -4.976 -21.069
91 C 7.876 -6.146 -20.751
92 C 7.470 -6.883 -19.451
93 O 6.345 -7.704 -19.679
94 C 6.068 -8.527 -18.543
95 H 5.848 -6.230 -25.863
96 H 7.507 -6.741 -25.648
97 H 7.186 -5.343 -26.689
98 H 6.870 -6.442 -23.289
99 H 5.559 -5.305 -23.446
100 H 6.689 -3.541 -22.534
101 H 8.316 -4.310 -22.665
102 H 7.110 -4.231 -20.380
103 H 8.943 -5.911 -20.697
104 H 7.683 -6.910 -21.507
105 H 7.301 -6.034 -18.792
106 H 8.306 -7.499 -19.122
107 H 5.665 -7.879 -17.756
108 H 6.979 -9.049 -18.245
109 H 5.281 -9.227 -18.819

Löwdin population analysis, charges in e, atoms 1 to 2:
1. O -0.33
2. V 0.91

[2]
C8B2F18O16P3Zr | wB97M-V/def2-TZVPD

Properties
* electronic energy: -4428.03823 Ha
* multiplicity: 2
* HOMO-LUMO gap (spin up / spin down): 0.2432 / 0.1210 Eh
* E_HOMO (spin up / spin down): -10.22 / -10.22 eV
* ⟨S²⟩: 0.759

Positions of all 48 atoms, in Å:
1 Zr 1.881 1.420 0.369
2 P 1.456 4.445 -0.232
3 F 0.681 3.256 0.610
4 F 1.360 5.497 0.958
5 F 2.682 3.537 0.482
6 F 2.650 5.348 -0.913
7 F 1.730 3.162 -1.205
8 F 0.080 4.891 -1.035
9 P 1.520 0.752 3.240
10 F 2.157 1.974 2.458
11 F 0.472 0.711 1.988
12 F 2.495 -0.114 2.233
13 F 0.982 -0.649 3.898
14 F 2.644 0.987 4.328
15 F 0.330 1.584 3.975
16 P 4.096 0.310 -1.498
17 F 5.596 0.336 -1.093
18 F 3.760 1.718 -0.766
19 F 4.364 0.963 -2.997
20 F 2.469 0.247 -1.786
21 F 4.130 -1.348 -1.711
22 F 3.646 -0.108 0.011
23 O 1.267 -0.792 0.124
24 C 0.574 -1.731 0.482
25 O -0.735 -1.762 0.562
26 B -1.130 -2.993 1.217
27 O 0.106 -3.825 1.164
28 C 1.161 -3.022 1.061
29 O 2.348 -3.230 1.353
30 O -1.624 -2.648 2.536
31 C -2.891 -2.953 2.624
32 O -3.621 -2.884 3.571
33 C -3.372 -3.558 1.290
34 O -2.302 -3.610 0.512
35 O -4.495 -3.912 0.989
36 O -3.965 -3.128 -3.499
37 C -3.858 -2.001 -2.987
38 O -3.125 -1.084 -3.424
39 B -2.865 -0.093 -2.320
40 O -3.893 -0.398 -1.299
41 C -4.463 -1.585 -1.668
42 O -5.250 -2.281 -1.077
43 O -3.004 1.238 -2.871
44 C -1.921 1.993 -2.481
45 O -1.597 3.173 -2.784
46 C -0.995 1.040 -1.648
47 O -1.567 -0.153 -1.718
48 O 0.038 1.278 -1.022

natural (NBO) population analysis, charges in e, atoms 1 to 2:
1. Zr 2.63
2. P 2.61